[1]
Entry from the OMol25 dataset: C34H23F2MnN3O8S2 as an isolated structure (ωB97M-V/def2-TZVPD).

Results
max |F|: 0.84 eV/A
net charge: -2
total energy: -4222.834799 Ha
multiplicity: 2
HOMO energy (spin up / spin down): -2.01 / -1.33 eV
HOMO-LUMO gap (spin up / spin down): 6.566 / 5.884 eV
energy relative to the best compared isomer or geometry (same formula, charge and spin): 0.0 kcal per mole
E_LUMO (spin up / spin down): 0.1675 / 0.1675 Eh

XYZ file:
```
73
Properties=species:S:1:pos:R:3:forces:R:3
C 1.676 -4.051 0.355 -0.0678 -0.0007 -0.0561
N -0.323 1.624 -0.867 -0.1179 -0.3529 0.0196
H -1.209 3.934 -1.949 -0.0030 -0.0043 -0.0021
C 3.761 1.458 0.256 -0.1269 -0.0083 0.0030
C -3.685 -2.562 4.859 0.0045 -0.0320 0.0137
H 3.657 -3.635 3.061 -0.0208 -0.0009 0.0033
C -2.443 -2.653 4.258 0.0022 0.0047 0.0013
H 2.937 4.655 -4.876 0.0017 0.0003 -0.0006
H -4.328 0.677 4.156 0.0021 -0.0041 0.0015
C -3.999 1.402 -1.105 0.0028 -0.0027 0.0141
C 3.290 4.134 -3.993 0.0237 -0.0004 0.0002
C 4.629 2.092 -0.555 0.0084 0.0257 -0.0389
O -1.823 2.095 3.990 -0.0008 0.0080 -0.0056
H -5.364 2.859 -1.867 0.0007 0.0023 -0.0015
C -2.671 1.106 -0.842 0.0194 -0.0408 -0.0079
O -2.251 -0.065 -0.291 0.0922 0.0098 0.1282
C -1.661 2.018 -1.165 0.0825 -0.0542 0.0479
C 4.663 4.116 -3.697 -0.0288 -0.0012 -0.0016
C 1.874 2.106 -1.168 -0.0437 -0.0345 0.0128
C -3.802 -0.267 4.199 0.0316 0.0091 -0.0120
C -3.224 -0.996 0.175 -0.0023 0.0235 -0.0311
C -2.549 -0.344 3.586 0.0051 -0.0445 0.0144
N 0.551 2.320 -1.455 0.0843 0.0873 0.0825
H 5.692 2.088 -0.332 -0.0039 0.0000 -0.0031
H 4.086 0.930 1.143 -0.0069 0.0028 0.0021
C 0.340 -1.132 -1.389 -0.0155 -0.0597 -0.0617
C -0.225 -1.656 -3.706 0.0272 -0.0647 -0.0122
O -0.428 -1.643 1.452 0.1696 -0.0615 0.0093
C -4.324 2.622 -1.681 0.0129 0.0257 -0.0123
C 2.386 3.489 -3.185 0.0036 -0.0122 0.0184
H -2.656 -1.804 0.624 0.0230 -0.0210 0.0142
C 3.154 -3.438 2.123 0.0198 0.0227 -0.0499
C -0.316 -0.839 -2.603 0.0255 -0.0124 0.0794
C 4.185 2.783 -1.731 0.0077 -0.0243 0.0379
H 1.333 3.492 -3.427 0.0032 0.0005 0.0013
O 1.608 0.774 0.801 -0.1129 -0.3911 0.0123
O 0.691 -0.981 3.546 -0.0064 0.0106 -0.0178
F -0.891 -1.317 -4.853 -0.0037 0.0083 -0.0067
H -4.115 -3.431 5.345 0.0011 -0.0003 0.0015
H 0.594 -3.455 -4.587 -0.0021 -0.0044 -0.0066
H 5.372 4.619 -4.343 -0.0006 0.0014 -0.0012
H 3.876 -1.419 1.952 0.0290 0.0042 0.0310
Mn -0.157 0.026 0.289 -0.1716 0.7526 -0.3214
F 1.908 -4.265 -2.543 -0.0525 0.0844 0.0475
C 5.091 3.443 -2.578 0.0176 0.0077 -0.0100
H -1.889 -3.581 4.262 0.0004 0.0035 -0.0035
S -0.229 -1.880 2.901 0.0071 0.0008 0.0703
H 6.147 3.411 -2.328 -0.0032 -0.0005 -0.0004
C -1.857 -1.558 3.622 -0.0469 0.0520 -0.0284
C 2.334 1.400 -0.018 0.0777 0.0778 -0.0564
C 1.105 -2.330 -1.396 -0.1037 0.0695 0.0129
C 1.847 -2.775 -0.188 0.0543 -0.1064 0.2162
H -4.777 0.706 -0.831 0.0014 0.0030 -0.0021
H -5.344 -1.263 5.298 -0.0001 0.0016 -0.0023
C -3.331 3.540 -1.994 -0.0258 -0.0124 0.0060
C 0.510 -2.821 -3.716 -0.0462 0.0431 -0.0603
H 2.185 -5.353 1.978 -0.0197 0.0194 0.0039
H -3.864 -0.520 0.919 0.0056 0.0098 0.0074
H -3.811 -1.367 -0.669 0.0075 -0.0086 -0.0005
C 3.272 -2.203 1.508 -0.0096 -0.1165 0.0329
C 2.337 -4.382 1.520 0.0398 -0.0225 -0.0405
C 2.804 2.795 -2.025 -0.0046 0.0137 -0.0202
O -3.271 1.594 2.087 -0.0347 0.0224 -0.0315
C -2.004 3.235 -1.731 0.0170 0.0314 -0.0300
C -4.370 -1.356 4.832 -0.0312 0.0255 0.0084
S -2.076 1.246 2.846 -0.0320 -0.0363 0.0037
O -0.003 -3.291 3.148 -0.0834 -0.0316 0.0882
N 2.657 -1.886 0.376 0.0985 0.1856 -0.1391
H -3.590 4.498 -2.426 -0.0015 0.0000 -0.0001
H -0.931 0.045 -2.711 -0.0183 0.0505 0.0097
H 0.992 -4.749 -0.114 0.0410 0.0435 0.0150
C 1.154 -3.118 -2.533 0.1382 -0.1158 -0.0622
O -0.906 1.053 1.998 0.0593 -0.0613 0.0658
```
Positions in Å, forces in eV/Å.

=====

[2]
Entry from the OMol25 dataset: C34H25AsCl5N2O2S2Tc as an isolated structure at a distorted geometry (ωB97M-V/def2-TZVPD).

Results
max |F|: 2.58 eV/A
net charge: +1
total energy: -6984.303355 Ha
multiplicity: 2
HOMO energy (spin up / spin down): -10.25 / -10.20 eV
HOMO-LUMO gap (spin up / spin down): 4.758 / 4.849 eV
energy relative to the best compared isomer or geometry (same formula, charge and spin): 45.6 kcal per mole
E_LUMO (spin up / spin down): -0.2018 / -0.1967 Eh

XYZ file:
```
72
Properties=species:S:1:pos:R:3:forces:R:3
As 0.670 0.034 0.810 0.9797 -0.1260 1.2895
C -1.560 -2.086 -2.800 -0.0603 -0.5008 -2.2190
H -1.757 -5.568 1.775 -0.0282 -0.1713 0.1319
Cl -6.112 4.751 -2.399 -0.0069 -0.0213 0.0166
Cl -2.644 2.026 -5.513 0.0897 -0.0619 0.0162
H -1.073 -0.522 5.615 -0.0141 -0.1455 0.0296
C 2.692 -4.228 1.157 -0.0438 -0.0453 0.0184
S -1.569 -3.856 -2.858 -0.1798 0.5187 0.3555
H 3.527 -0.267 0.086 0.0862 0.0549 0.1130
C -1.725 -4.736 1.095 0.0444 -0.0306 -0.0008
H -2.306 2.981 3.522 -0.0184 0.0710 -0.0249
Tc -0.667 0.439 -1.253 -1.3007 -0.4400 -1.9628
H 1.635 2.755 -3.282 0.0872 -0.0630 -0.0611
C 3.365 3.138 1.881 0.0347 0.0596 0.1143
H -2.367 1.567 5.539 -0.0400 0.0105 0.1071
H -0.952 2.293 1.578 -0.0559 0.0385 0.1435
Cl -4.912 3.356 0.132 -0.0075 -0.0568 0.1527
Cl -2.557 1.289 -0.265 -0.2913 0.2402 1.0663
C -4.334 3.295 -3.827 0.0809 -0.0766 -0.0113
C 2.180 -2.110 2.171 -0.1108 0.3437 0.1380
C -4.318 2.991 -1.430 -0.2079 0.1763 -0.2113
C -0.293 0.456 2.469 -0.1300 -0.0326 -0.2591
N 2.515 0.271 -3.880 -0.1479 -0.1662 0.0591
C -1.663 -4.972 -0.266 0.1060 0.0844 0.1111
H 3.169 0.909 -4.295 -0.0429 0.0932 0.0377
C 2.216 2.377 1.740 -0.2998 -0.0620 -0.0467
C 4.573 2.670 1.396 0.0692 0.0504 -0.0397
C -0.338 -0.337 3.611 0.1673 -0.2049 -0.1786
C 2.061 -3.830 -0.009 0.1104 -0.0401 0.0128
H 3.321 4.089 2.390 -0.0419 0.0671 0.0032
C -1.759 -3.439 1.598 -0.0252 0.1259 0.0751
H 3.270 -3.686 3.139 0.0143 0.0783 0.0618
O 0.877 -0.198 -2.452 -0.0475 -0.1899 0.2108
H 2.278 -1.413 2.999 0.0058 -0.1603 -0.0396
H 5.470 3.259 1.510 0.0755 0.0633 0.0537
C 1.645 0.647 -2.946 0.7235 0.3513 -0.3716
H -1.769 -1.339 1.142 -0.0063 -0.0666 0.0518
C 2.265 1.142 1.103 0.0325 0.0084 -0.3280
H 2.039 -4.490 -0.864 -0.0371 -0.0238 -0.0884
C -3.282 2.092 -1.591 0.0005 0.0655 -1.0931
C 3.484 0.689 0.602 -0.2433 -0.2797 -0.2134
H 0.190 -1.283 3.643 -0.0524 0.0349 0.0092
H -1.644 -5.978 -0.651 -0.0299 -0.1489 -0.0572
H 3.150 -5.204 1.219 0.0221 -0.0814 0.0026
H 0.825 2.757 -0.578 -0.1698 -0.1684 -0.0138
C -1.620 -2.566 -0.620 -0.3829 -1.1440 0.8379
C -1.619 -3.884 -1.118 -0.0057 0.3624 -0.0079
H 5.582 1.077 0.398 0.0709 -0.0807 -0.1156
H 1.279 2.760 2.123 0.0388 -0.0186 0.0759
H -0.219 3.022 -1.961 -0.2492 -0.1505 0.0475
H 2.506 -0.687 -4.198 -0.0243 0.0576 -0.0109
C 1.503 -1.720 1.017 -0.0907 0.0419 -0.1720
O -1.684 1.000 -2.897 1.7235 -0.2732 0.2297
Cl -5.002 4.049 -5.209 0.0107 -0.0104 -0.0672
C -1.752 2.054 3.551 -0.0012 0.0827 0.0733
C 1.648 2.060 -2.441 -0.2413 -0.0993 0.1314
C -0.998 1.660 2.460 0.1592 -0.0577 -0.3207
S -1.604 -1.232 -4.239 0.2477 -0.6793 0.0921
C -4.850 3.609 -2.564 0.1199 -0.1447 0.2465
C 2.755 -3.369 2.243 0.0505 0.0387 0.0340
C 4.633 1.445 0.755 0.0374 0.0009 0.0446
C -1.067 0.076 4.717 -0.0060 0.0136 0.0331
C 0.454 2.296 -1.499 0.1456 -0.4258 0.2815
C -1.785 1.259 4.685 0.0166 0.0360 -0.0465
H 1.023 -2.239 -1.002 -0.0653 -0.1224 -0.0151
H -1.837 -3.271 2.660 0.0050 -0.0459 0.1423
C -3.280 2.399 -3.972 0.2086 -0.1439 0.1776
C -2.694 1.781 -2.838 -1.9496 1.3905 0.5141
N -1.549 -1.588 -1.577 1.3430 1.8927 1.1294
H 2.593 2.207 -1.910 0.0356 -0.0322 -0.0445
C 1.478 -2.577 -0.078 -0.1476 0.2874 -0.1434
C -1.710 -2.350 0.754 -0.1393 0.0521 -0.3081
```
Positions in Å, forces in eV/Å.

=====

[3]
Entry from the OMol25 dataset: C34H25AsClLiN2O as an isolated structure (ωB97M-V/def2-TZVPD).

Results
max |F|: 0.73 eV/A
total energy: -4198.981532 Ha
HOMO energy: -7.09 eV
HOMO-LUMO gap: 6.613 eV
energy relative to the best compared isomer or geometry (same formula, charge and spin): 0.0 kcal per mole
E_LUMO: -0.0176 Eh

XYZ file:
```
65
Properties=species:S:1:pos:R:3:forces:R:3
C 2.267 1.133 -2.283 -0.0243 0.0646 0.1032
C -3.332 3.643 1.420 0.0084 0.0365 0.1030
H 2.567 2.269 -0.487 0.0388 -0.0205 -0.0003
C -3.864 -1.745 3.114 0.0433 0.0148 -0.0429
C -3.198 -0.845 0.986 0.0036 -0.0546 0.0415
H -3.812 4.108 2.274 0.0187 -0.0054 -0.0196
C -0.213 -3.713 -0.199 0.0084 -0.0210 -0.0527
C 1.796 1.938 -1.190 0.0467 -0.0523 -0.0596
H 2.211 -2.100 -0.135 -0.0039 -0.0196 -0.0059
H -3.457 -0.350 0.057 0.0017 -0.0048 -0.0002
C 0.860 3.559 1.078 0.1119 0.1157 0.1526
C 2.182 0.522 2.705 0.0303 -0.0382 -0.0556
H -5.217 -0.833 1.718 0.0078 -0.0029 0.0003
H -0.279 -3.669 0.882 0.0026 0.0006 -0.0308
C -1.329 3.015 0.225 -0.0793 -0.1852 -0.2752
As -0.569 -0.788 -0.165 -0.1573 -0.1474 0.0066
Cl 5.932 -0.137 -3.394 -0.1060 0.0094 0.0040
C 3.380 -0.392 -4.337 0.0269 -0.0248 -0.0066
C 0.100 2.963 0.106 -0.0329 -0.1947 -0.2794
C 1.034 -0.653 0.931 -0.0432 0.1380 0.0790
C -4.191 -1.116 1.920 0.0632 -0.0212 0.0258
H 1.941 3.536 1.009 -0.0748 0.0188 0.0229
H 0.012 -3.901 -4.049 -0.0019 0.0005 0.0255
C -2.544 -2.100 3.369 0.0000 0.0210 -0.0361
C -3.392 2.473 -0.654 0.1283 0.0050 -0.0416
H 0.056 -5.839 -0.226 0.0022 0.0219 -0.0233
N -2.087 2.433 -0.768 -0.0320 0.2253 0.4525
C 3.339 -0.204 2.438 -0.0503 0.0031 -0.0169
C -4.069 3.070 0.430 -0.0540 -0.0194 -0.0321
C 1.038 0.303 1.950 0.0939 -0.1183 -0.0005
C 1.389 0.571 -3.276 -0.1874 0.0113 0.0931
H -0.527 -2.093 2.651 0.0153 0.0152 -0.0008
N 0.561 2.248 -1.011 -0.1320 0.2053 0.2712
H 4.244 -1.708 1.202 -0.0249 0.0141 0.0051
H -5.150 3.059 0.462 0.0392 0.0010 -0.0154
H -1.555 4.691 3.197 0.0090 -0.0154 -0.0332
Li -0.851 1.332 -1.947 -0.1593 0.1248 0.0462
H -3.961 2.007 -1.454 0.0221 0.0204 0.0352
C -1.095 4.219 2.337 -0.0212 -0.0165 -0.0237
H -2.284 -2.589 4.300 -0.0106 0.0216 -0.0259
C -0.245 -2.620 -2.346 0.0158 -0.0952 0.0666
O 0.114 0.692 -3.257 0.5378 -0.2537 -0.4310
C 2.028 -0.187 -4.306 0.0073 -0.0126 -0.0290
H 0.142 0.876 2.161 -0.0134 -0.0055 0.0079
H 0.207 -5.963 -2.695 -0.0039 0.0232 0.0074
C -0.025 -4.938 -0.822 -0.0035 0.0235 -0.0496
H 3.828 -0.981 -5.129 -0.0248 0.0243 0.0239
H 1.386 -0.607 -5.072 0.0385 0.0120 0.0204
C 0.058 -5.006 -2.210 -0.0075 0.0542 0.0365
C -1.919 3.635 1.344 -0.0297 0.0325 0.0000
C 3.343 -1.146 1.419 -0.0490 0.0225 -0.0157
C -1.875 -1.206 1.228 0.0312 0.0146 0.0593
H 4.234 -0.034 3.025 -0.0246 -0.0005 -0.0202
H -4.634 -1.956 3.846 0.0150 0.0016 -0.0151
H -0.332 -1.716 -2.939 0.0342 0.0236 -0.0016
H 2.171 1.262 3.497 -0.0002 -0.0238 -0.0156
C -0.321 -2.549 -0.957 0.0167 -0.0459 -0.0381
C 0.262 4.183 2.194 0.0592 -0.0118 -0.0465
C -0.052 -3.851 -2.969 -0.0026 0.0082 0.0483
C 2.194 -1.371 0.667 0.0630 0.0747 0.0172
H 0.897 4.635 2.947 -0.0123 -0.0158 -0.0353
C 4.207 0.151 -3.338 0.0199 -0.1103 -0.1571
C -1.554 -1.828 2.433 -0.1022 0.0194 0.0389
C 3.658 0.894 -2.340 -0.0513 0.1170 0.1574
H 4.297 1.313 -1.569 -0.0406 -0.0028 -0.0185
```
Positions in Å, forces in eV/Å.